The following is a quantum chemistry calculation of a structure of composition C19H29AsN6S3Tm at a distorted geometry, from the Open Molecules 2025 dataset.

Structure (XYZ):
```
59
Properties=species:S:1:pos:R:3
H 3.61130 -1.89271 -3.62619
C -1.91821 2.40543 0.11964
H 1.14277 -3.74843 -3.95493
H -3.99547 -3.42401 0.92813
N -2.50510 -1.24432 0.04918
H 2.37584 -0.57955 -3.23779
H 3.70481 2.44638 0.14592
C -2.92513 -3.44850 0.70589
N -0.32754 0.73114 -3.70979
N -2.07121 -2.68041 1.58929
C 2.87936 -0.19431 1.99003
C -2.36638 3.73992 2.16323
C 3.47809 1.77262 0.96722
H -2.91907 4.57569 4.05880
H -2.35081 -0.41552 -0.56705
H -2.00397 -3.01085 2.54694
H 2.08737 -4.77141 -0.96582
N -1.01706 1.65160 -0.47702
S -1.20536 -0.30020 2.28222
H 3.91942 -0.28711 0.09631
H -2.60851 -4.50328 0.72348
C 2.87033 2.11060 2.09731
H 2.75041 3.15407 2.50240
N -0.26586 2.70007 1.95367
H -3.11238 3.73511 -0.83147
C -3.15864 2.70463 -0.54141
C 0.62489 -3.18220 -3.27184
S 0.87031 -1.86205 -0.27983
H 2.88184 -4.77318 -2.49448
H -1.21268 0.82269 -4.17930
H -3.33628 4.03753 1.74018
C -2.72174 -2.59886 -0.58129
As 1.92605 -2.60648 -1.98360
H -1.82037 -2.93845 -1.10383
S 1.39351 1.67743 -1.85862
H 3.75825 -4.11872 -1.12164
H -0.08231 -3.74691 -2.66407
H 1.00553 2.99156 3.57580
H 2.03890 0.81605 3.81018
Tm 1.00602 0.90710 0.72808
C 2.82556 -4.26335 -1.60233
H -3.28965 2.09125 -1.40495
C -1.51304 2.90369 1.42385
H 0.07425 -2.31856 -3.73371
N -1.24807 1.12993 -1.68713
C -0.21640 1.21175 -2.42973
C 2.51157 0.93081 2.84720
H 0.37032 0.96330 -4.41452
H -3.57396 -2.67563 -1.24605
C -0.85758 3.83264 3.96437
C 3.09929 -1.30119 -2.86527
C 3.52337 0.34690 0.90064
H -4.02877 2.70763 0.08795
C -2.08192 4.16395 3.44159
H -0.57289 4.07855 4.93306
C 0.00860 3.14294 3.16148
C -1.90773 -1.42287 1.20246
H 3.74031 -0.92144 -2.10704
H 2.73580 -1.25245 2.20417
```

Results
Net charge: +1
E_HOMO (alpha / beta) in hartree: -0.393 / -0.393
DFT total energy in eV: -151985.9206
Spin multiplicity: 3
Expectation value of S²: 2.002
Frontier orbital gap (alpha / beta) in eV: 7.6 / 7.6
Relative energy (zero: lowest compared OMol25 entry of this formula, charge and spin) in eV: 0.3351

The following is a quantum chemistry calculation of a structure of composition C19H29BF4N2O10PtSSi, from the Open Molecules 2025 dataset.

Structure (XYZ):
```
68
Properties=species:S:1:pos:R:3
S -0.75070 -1.87106 3.84550
H 1.81949 -1.26919 2.90285
H -1.06980 1.25956 2.90619
C 0.35278 -3.84954 -1.88152
C -1.25679 2.99849 4.99499
H -1.65784 3.84423 4.43084
H -2.58636 -1.05586 7.14881
H 3.98973 1.54436 3.94078
H -1.25457 3.24133 6.06096
Si -0.31405 -0.34063 5.22763
H 2.38097 -1.68824 5.07304
O 0.64289 -5.86753 -3.70144
H -0.36628 -3.88043 8.28303
H -0.22743 2.84581 4.65904
N -3.25012 -3.84283 0.28561
H -1.02259 -0.20895 8.93073
C -0.61604 -1.83820 7.58360
H -2.64602 0.45794 3.10222
B 0.80992 4.46152 2.35907
C 2.12377 -0.11528 2.82421
C -2.09239 1.74642 4.75062
O 2.05933 -1.76666 -1.82710
O 0.93983 0.59516 4.76561
C 2.92884 -0.74462 5.11583
N -0.41206 -5.85323 -3.08896
O -3.80179 -2.78553 0.48248
H -2.53368 2.19109 2.69518
F 0.57281 3.08387 2.21360
O -3.74518 -4.93382 0.53575
C -2.07945 -2.01970 7.18660
C -2.08882 1.38065 3.27446
H -2.58141 -2.65888 7.91720
H 1.51848 0.63525 2.29721
C 2.98106 1.65456 4.34274
O -1.55128 0.67150 5.54482
C -0.61348 -4.82858 -2.08564
H -2.16065 -2.48939 6.20521
C -1.96744 -3.83628 -0.42004
H -2.54877 -5.57145 -1.51127
C -1.78721 -4.82329 -1.35538
C 0.19872 -2.87958 -0.91652
H 3.04893 1.98487 5.38055
C -3.52053 1.93355 5.25080
H 2.97345 -0.42908 6.15863
Pt 0.37716 -1.32820 1.89204
H 1.14687 -3.04985 7.85717
H 1.24196 -3.81589 -2.49346
C 0.09976 -3.18594 7.57943
H 0.51535 -1.03176 9.23270
H -3.51627 2.15490 6.32089
H -4.09914 1.02337 5.08331
H 0.06004 -3.61448 6.57685
O -1.19237 -2.05320 0.87660
C -0.97480 -2.85980 -0.10132
H -4.00128 2.75878 4.72233
C -0.53030 -1.18202 8.95830
H -1.01091 -1.80336 9.71824
H 3.94466 -0.90808 4.74736
F -0.42488 5.13059 2.50917
O 1.39416 -1.04057 0.14813
H 2.44177 2.42501 3.77097
C 1.30154 -1.82626 -0.86952
F 1.50150 4.94858 1.23438
O -1.30837 -6.66524 -3.27642
H 3.08016 -0.18523 2.30913
O 0.09303 -0.98985 6.68769
F 1.59737 4.64663 3.51888
C 2.23501 0.32608 4.27901
```

Results
Net charge: -2
E_HOMO in hartree: -0.127
DFT total energy in eV: -77145.5536
Frontier orbital gap in eV: 7.2
Relative energy (zero: lowest compared OMol25 entry of this formula, charge and spin) in eV: 0.0000

The following is a quantum chemistry calculation of an isolated molecule of C19H29ClN2O2, from the Open Molecules 2025 dataset.

Structure (XYZ):
```
53
Properties=species:S:1:pos:R:3
O -1.28798 2.37768 0.26562
H -0.88700 1.29446 2.87667
H 3.01688 -0.11456 1.66192
H -0.20609 -0.09007 2.03071
H -1.87798 -3.47290 1.87630
H 1.08248 1.24662 -0.26134
C -3.43425 -1.83667 0.19878
H 8.56220 -1.43140 1.01611
C 5.09416 0.01424 -1.78108
H 2.48300 -0.58823 -1.31238
H 1.53645 1.61118 2.72755
C -2.34883 -1.07779 0.61408
H 2.50989 3.23123 0.11587
H -0.13411 -3.24600 1.61095
C 2.89814 2.22932 0.30436
H 7.41977 -2.66264 0.47531
C 1.75139 1.26727 0.60588
C -1.12523 -3.04744 1.20532
H 6.69291 -1.32818 -2.24273
H -3.42336 -2.91054 0.30510
C 0.94266 1.73535 1.81945
C 6.95255 -0.66525 -0.20824
C -4.57339 -1.26654 -0.37111
H 0.71920 2.79676 1.70004
H -3.53227 1.95790 -0.26266
C -1.32837 1.30288 0.82848
C 3.16272 -0.51830 -0.44002
H 5.67923 0.88491 -2.09042
H -6.45903 -1.56434 -1.05424
H 6.31182 -0.41778 0.63866
H 4.50470 -0.31769 -2.65628
C -4.58811 0.12531 -0.53041
H -1.20922 -3.50860 0.21701
C 7.94330 -1.75464 0.18208
N 4.23147 0.43128 -0.68882
H 1.57456 -0.86562 0.95680
N -5.60459 -2.03861 -0.81191
C -3.52055 0.88640 -0.12971
H 3.57058 2.27286 1.16289
H 5.52460 -1.99860 -1.10944
H 3.01551 1.76833 -1.79988
C -2.38618 0.32480 0.46466
H -5.67309 -2.98716 -0.49032
H 3.60601 -1.50407 -0.28204
C 3.68026 1.75571 -0.91546
H 7.49766 0.23916 -0.48659
O -1.22731 -1.64467 1.13347
Cl -5.98694 0.88235 -1.23195
H 8.59580 -1.99407 -0.65550
C 6.06921 -1.09164 -1.37687
H 4.51007 2.44172 -1.10629
C -0.37725 0.97768 1.96067
C 2.35588 -0.12249 0.79303
```

Results
SMILES: CCCCN1CCC(CCC(=O)c2cc(Cl)c(N)cc2OC)CC1
Net charge: 0
E_HOMO in hartree: -0.302
DFT total energy in eV: -39771.7662
Frontier orbital gap in eV: 8.8
Relative energy (zero: lowest compared OMol25 entry of this formula, charge and spin) in eV: 0.0124

The following is a quantum chemistry calculation of a structure of composition C19H29CoN2O at a distorted geometry, from the Open Molecules 2025 dataset.

Structure (XYZ):
```
52
Properties=species:S:1:pos:R:3
C -0.60103 0.67679 3.88836
H 2.13664 4.29868 0.42917
H 2.74738 -1.25822 -2.42298
H 0.74620 0.65027 2.15200
C -2.34384 0.45808 5.77020
H 2.88551 -1.09574 -0.66607
H 0.31430 4.69739 -2.37888
H -1.54168 -4.01578 0.52304
C -0.24455 0.60255 -2.88209
H 2.40047 3.91750 -1.26828
N -1.10673 -0.17774 1.69564
H -0.10639 0.29100 -3.92810
C -1.01092 -2.49537 -0.88216
C 2.29130 -0.79536 -1.53606
H 0.15267 1.12933 4.53094
H -3.00997 -0.98999 1.38552
C -2.84780 -1.04193 -2.03508
H -1.88266 1.33310 7.53934
H 0.76019 -3.67952 0.98310
C -1.88015 0.32307 4.35175
O -3.37449 -0.07718 6.16223
H -2.95579 0.01894 -2.28524
H -3.75884 -0.58487 3.72822
C -0.11788 4.70236 -1.37299
H -1.78875 -4.47662 -1.17440
H -2.90941 -3.34051 -0.38385
C -2.76051 -0.27278 3.43475
C -0.24153 0.41760 2.56392
C -0.27627 -0.56183 -1.96322
H 0.10610 2.57492 -1.03319
H 2.37050 2.64125 -0.06134
H 0.57839 1.28287 -2.63141
H -0.10105 3.52884 0.42769
C 0.87083 -1.20078 -1.36563
H 2.37725 0.29218 -1.64514
Co -0.50840 -0.80038 -0.04270
H -1.20533 4.68852 -1.46858
C 1.89743 3.57160 -0.35616
C -1.85781 -3.64098 -0.45926
H -1.18251 1.16789 -2.83094
H -3.16310 -1.63399 -2.90424
C 1.26319 -3.35507 0.06344
H -0.80030 1.78043 6.27907
C -1.44943 -1.33717 -1.62500
H 1.48129 -4.25192 -0.53381
H 2.21319 -2.88846 0.34820
H 0.15948 5.65036 -0.89913
C 0.38810 3.51780 -0.55202
C -2.35954 -0.51004 2.12467
C 0.41082 -2.37869 -0.66858
N -1.52345 1.16318 6.61228
H -3.54370 -1.26028 -1.21573
```

Results
Net charge: +2
E_HOMO (alpha / beta) in hartree: -0.570 / -0.570
DFT total energy in eV: -62810.3265
Spin multiplicity: 5
Expectation value of S²: 6.011
Frontier orbital gap (alpha / beta) in eV: 8.7 / 5.9

What did the first record say?
The following is a quantum chemistry calculation of a structure of composition C19H29AsN6S3Tm at a distorted geometry, from the Open Molecules 2025 dataset.

Structure (XYZ):
```
59
Properties=species:S:1:pos:R:3
H 3.61130 -1.89271 -3.62619
C -1.91821 2.40543 0.11964
H 1.14277 -3.74843 -3.95493
H -3.99547 -3.42401 0.92813
N -2.50510 -1.24432 0.04918
H 2.37584 -0.57955 -3.23779
H 3.70481 2.44638 0.14592
C -2.92513 -3.44850 0.70589
N -0.32754 0.73114 -3.70979
N -2.07121 -2.68041 1.58929
C 2.87936 -0.19431 1.99003
C -2.36638 3.73992 2.16323
C 3.47809 1.77262 0.96722
H -2.91907 4.57569 4.05880
H -2.35081 -0.41552 -0.56705
H -2.00397 -3.01085 2.54694
H 2.08737 -4.77141 -0.96582
N -1.01706 1.65160 -0.47702
S -1.20536 -0.30020 2.28222
H 3.91942 -0.28711 0.09631
H -2.60851 -4.50328 0.72348
C 2.87033 2.11060 2.09731
H 2.75041 3.15407 2.50240
N -0.26586 2.70007 1.95367
H -3.11238 3.73511 -0.83147
C -3.15864 2.70463 -0.54141
C 0.62489 -3.18220 -3.27184
S 0.87031 -1.86205 -0.27983
H 2.88184 -4.77318 -2.49448
H -1.21268 0.82269 -4.17930
H -3.33628 4.03753 1.74018
C -2.72174 -2.59886 -0.58129
As 1.92605 -2.60648 -1.98360
H -1.82037 -2.93845 -1.10383
S 1.39351 1.67743 -1.85862
H 3.75825 -4.11872 -1.12164
H -0.08231 -3.74691 -2.66407
H 1.00553 2.99156 3.57580
H 2.03890 0.81605 3.81018
Tm 1.00602 0.90710 0.72808
C 2.82556 -4.26335 -1.60233
H -3.28965 2.09125 -1.40495
C -1.51304 2.90369 1.42385
H 0.07425 -2.31856 -3.73371
N -1.24807 1.12993 -1.68713
C -0.21640 1.21175 -2.42973
C 2.51157 0.93081 2.84720
H 0.37032 0.96330 -4.41452
H -3.57396 -2.67563 -1.24605
C -0.85758 3.83264 3.96437
C 3.09929 -1.30119 -2.86527
C 3.52337 0.34690 0.90064
H -4.02877 2.70763 0.08795
C -2.08192 4.16395 3.44159
H -0.57289 4.07855 4.93306
C 0.00860 3.14294 3.16148
C -1.90773 -1.42287 1.20246
H 3.74031 -0.92144 -2.10704
H 2.73580 -1.25245 2.20417
```

Results
Net charge: +1
E_HOMO (alpha / beta) in hartree: -0.393 / -0.393
DFT total energy in eV: -151985.9206
Spin multiplicity: 3
Expectation value of S²: 2.002
Frontier orbital gap (alpha / beta) in eV: 7.6 / 7.6
Relative energy (zero: lowest compared OMol25 entry of this formula, charge and spin) in eV: 0.3351

> Which of these has the lowest net charge?

C19H29BF4N2O10PtSSi

> DFT total energy of number 2 (C19H29BF4N2O10PtSSi)?

-77145.5536 eV